DFT (ωB97M-V/def2-TZVPD) results for a 9-piece molecular cluster, C12H43N15O9 overall at a distorted geometry.

XYZ file:
```
79
Properties=species:S:1:pos:R:3:mulliken_charge:R:1
C 6.22287 0.43566 -1.03744 -0.91
O 5.11116 -0.44537 -0.93046 -0.38
C 5.37889 -1.69908 -0.31218 -1.24
C 4.09210 -2.48124 -0.11565 1.26
C 4.32410 -3.76276 0.66928 -1.53
N 3.65090 -2.82911 -1.47195 -0.74
H 6.56778 0.66779 -0.02323 0.33
H 5.78065 1.35783 -1.41251 0.32
H 7.01664 0.01828 -1.65748 0.28
H 6.06482 -2.22473 -0.99293 0.41
H 5.93665 -1.52556 0.61832 0.48
H 3.42883 -1.76526 0.38379 -0.16
H 3.36830 -4.29234 0.69269 0.38
H 4.64611 -3.49962 1.67453 0.39
H 4.98463 -4.45106 0.14548 0.36
H 2.69073 -3.15724 -1.51354 0.29
H 3.66949 -1.99763 -2.05697 0.22
N 1.71366 0.79366 3.52120 -0.32
C 1.00721 0.08620 4.44741 0.66
N 1.06218 0.55876 5.74344 -0.42
O 0.36242 -0.93100 4.17749 -0.61
H 2.01994 1.69363 3.84755 0.18
H 1.77804 0.53916 2.55513 0.13
H 0.51549 0.10068 6.44414 0.23
H 1.66110 1.32751 5.97561 0.15
N -3.28306 3.18043 3.40710 -0.38
C -2.44566 2.81149 2.36665 0.47
N -1.45815 1.95845 2.80014 -0.08
O -2.65414 3.15421 1.19731 -0.65
H -3.09006 2.84179 4.32834 0.16
H -3.82494 4.01036 3.24405 0.24
H -1.21008 1.95057 3.76856 0.11
H -0.87344 1.53269 2.10137 0.04
N 0.65851 -2.03191 -3.53209 -0.38
C 0.24829 -0.70549 -3.72487 0.72
N 1.32687 0.11278 -3.96731 -0.40
O -0.92924 -0.37928 -3.71227 -0.63
H -0.06392 -2.70575 -3.37269 0.18
H 1.62352 -2.25944 -3.63057 0.16
H 2.21252 -0.33901 -4.02982 0.11
H 1.25299 1.10609 -4.08011 0.21
N -3.83021 4.06536 -1.57649 -0.31
C -3.23207 3.27691 -2.54887 0.49
N -2.72466 2.07118 -2.12494 0.01
O -3.32308 3.58822 -3.75481 -0.72
H -3.91162 3.73995 -0.62417 0.21
H -4.15226 4.96275 -1.87506 0.20
H -2.97347 1.86104 -1.17595 0.01
H -2.40510 1.43201 -2.82738 0.10
N -3.62547 -0.23860 2.89324 -0.18
C -4.00485 -1.57927 2.86305 0.45
N -3.74901 -2.12091 1.62041 -0.10
O -4.46134 -2.16010 3.84126 -0.68
H -3.92359 0.17911 3.75666 0.17
H -3.13732 0.31254 2.21954 0.25
H -3.94006 -3.05817 1.33446 0.17
H -3.37862 -1.43985 0.98229 -0.07
N 1.17591 2.64033 -0.97492 -0.22
C 2.46296 2.13360 -0.99700 0.56
N 2.48873 0.74850 -1.08796 0.42
O 3.46160 2.84975 -0.98981 -0.70
H 0.37138 2.03928 -1.00130 0.09
H 1.06609 3.63365 -1.05271 0.21
H 3.40584 0.31372 -1.12748 0.09
H 1.58675 0.30777 -1.12102 -0.23
N -3.56690 -1.32488 -3.17731 -0.30
C -4.16295 -0.93397 -1.99924 0.54
N -5.54472 -0.99644 -2.09422 -0.53
O -3.59849 -0.42454 -1.00996 -0.64
H -4.14734 -1.59733 -3.94526 0.16
H -2.56498 -1.32376 -3.32895 0.16
H -5.90126 -1.73075 -2.68011 0.19
H -6.08653 -0.82874 -1.26319 0.28
C -0.46378 -1.44288 0.53163 -0.53
O -0.87913 -0.17319 0.02770 0.38
H -0.95341 -1.60176 1.49544 0.33
H -0.71825 -2.23936 -0.17714 0.26
H 0.61715 -1.49980 0.65828 -0.05
H -1.82062 -0.19649 -0.22427 -0.07
```

Results
frontier orbital gap: 9.1 eV
HOMO: -8.88 eV
energy relative to the best compared isomer or geometry (same formula, charge and spin): 0.0000 eV
E: -53927.20286 eV
molar mass: 541.572 u
spin multiplicity: 1


DFT (ωB97M-V/def2-TZVPD) results for a 11-piece molecular cluster, C43H105O22P overall at a distorted geometry.

XYZ file:
```
171
Properties=species:S:1:pos:R:3:mulliken_charge:R:1
C -9.00154 14.85659 -11.27675 -0.14
O -7.90983 14.93041 -12.14457 0.32
P -6.38995 14.62830 -11.64400 -0.21
O -5.96753 13.21955 -11.48281 -0.09
O -5.57040 15.42172 -12.74721 0.56
C -5.85611 16.77561 -13.07280 0.95
O -6.28973 15.51128 -10.28152 0.41
C -5.07806 15.65362 -9.54012 0.05
H -8.83764 14.22539 -10.40313 -0.20
H -9.83781 14.47544 -11.86618 -0.07
H -9.35704 15.85266 -11.00136 -0.10
H -4.95516 17.38156 -13.00171 -0.58
H -6.68141 17.20100 -12.50319 0.09
H -6.17827 16.81644 -14.11434 -0.45
H -4.33697 14.92680 -9.87620 -0.43
H -5.16053 15.48166 -8.46629 0.23
H -4.74205 16.68658 -9.63540 -0.16
C -2.68457 19.20158 -15.99520 -0.39
C -1.34156 19.72135 -16.44447 -0.73
C -0.48540 19.49893 -15.17808 -0.53
O -1.17718 18.48398 -14.39339 -0.44
C -2.37297 18.05728 -15.03208 1.04
H -3.32501 18.88883 -16.82134 0.45
H -3.18987 20.02437 -15.48542 0.09
H -1.37348 20.76949 -16.74162 0.39
H -1.00867 19.16576 -17.32202 0.29
H -0.37515 20.39709 -14.57235 0.32
H 0.48633 19.12350 -15.49983 0.27
H -3.11084 18.03468 -14.22751 -0.70
H -2.32747 17.07951 -15.51516 -0.06
C -7.71489 14.82435 -7.39590 0.74
C -8.90169 14.85810 -6.49634 -0.79
C -9.79040 13.72051 -7.03763 -0.60
O -9.10125 13.09913 -8.15565 -0.46
C -7.73809 13.39822 -7.90591 0.54
H -6.76530 14.87217 -6.85828 0.35
H -7.72157 15.57725 -8.18171 -0.98
H -9.38466 15.83524 -6.47209 0.33
H -8.54178 14.65588 -5.48688 0.30
H -10.80002 14.05391 -7.27281 0.33
H -9.85662 12.92485 -6.29198 0.31
H -7.08718 13.46215 -8.77806 -0.62
H -7.29641 12.72802 -7.16466 0.47
C -9.44579 13.80843 -14.87265 -0.90
O -10.09422 15.01711 -15.29470 -0.45
C -9.25737 16.11428 -15.21932 0.33
C -8.16161 16.13030 -16.27289 0.42
O -8.70502 15.96124 -17.60737 -0.44
C -8.03315 16.70965 -18.60421 -0.73
H -10.25129 13.07917 -14.80682 0.39
H -9.00820 13.94206 -13.88372 0.34
H -8.71805 13.48105 -15.61646 0.27
H -8.84388 16.31185 -14.22582 -0.12
H -9.91521 16.95731 -15.44960 -0.03
H -7.41397 15.33707 -16.18055 0.00
H -7.59352 17.06058 -16.32223 0.02
H -8.52994 16.57303 -19.56364 0.29
H -6.96108 16.50703 -18.64260 0.28
H -8.16631 17.78125 -18.41817 0.25
C -6.08950 9.22861 -7.46848 -0.53
O -6.12024 9.19526 -8.90298 -0.53
C -5.95369 10.47417 -9.56211 0.23
C -4.56415 11.07990 -9.33270 0.31
O -4.38367 11.63153 -8.02766 -0.36
C -3.05026 11.91771 -7.67975 -0.62
H -5.13366 9.47721 -7.00932 0.16
H -6.48135 8.26346 -7.15230 0.31
H -6.82003 9.98149 -7.15792 0.18
H -6.74764 11.11567 -9.16968 -0.26
H -6.20552 10.39115 -10.61809 -0.05
H -4.29387 11.75376 -10.14939 0.03
H -3.83957 10.26766 -9.45327 0.37
H -2.62325 12.66664 -8.35248 0.06
H -2.45766 11.00734 -7.80570 0.20
H -3.09343 12.24900 -6.64441 0.39
C -6.05840 19.37658 -15.33982 -1.18
O -7.36757 19.02841 -14.89720 0.13
C -8.22045 20.13090 -14.78909 -0.65
C -9.62065 19.81904 -14.22618 -0.81
O -9.47486 19.02443 -13.05278 -0.08
C -10.74212 18.49050 -12.64918 -1.00
H -6.12884 19.85765 -16.31713 0.58
H -5.51078 18.44882 -15.51208 0.14
H -5.50910 19.88907 -14.54797 0.39
H -8.45169 20.57625 -15.76246 0.30
H -7.69398 20.83396 -14.13665 0.31
H -10.20803 19.39995 -15.04581 0.40
H -10.06863 20.74058 -13.84583 0.50
H -11.45505 19.29169 -12.44648 0.46
H -10.59134 17.88559 -11.75493 0.20
H -11.15842 17.78548 -13.37279 0.34
C -1.17195 9.91191 -10.40935 -0.93
O -1.63472 11.11506 -10.96348 0.01
C -0.76202 12.21278 -10.69178 -0.93
C -1.38274 13.46572 -11.30793 1.03
O -0.56601 14.61141 -11.04909 -0.50
C -1.02345 15.83484 -11.57625 -0.31
H -1.73439 9.02783 -10.70546 0.28
H -1.36837 10.00452 -9.33591 0.31
H -0.09900 9.80189 -10.57849 0.29
H 0.24130 12.03864 -11.08789 0.47
H -0.67381 12.26623 -9.60310 0.42
H -2.35180 13.66096 -10.84037 -0.75
H -1.52858 13.25738 -12.37018 0.09
H -1.98551 16.08705 -11.12139 0.04
H -1.12472 15.86344 -12.66369 0.25
H -0.23254 16.52941 -11.29646 0.29
C -17.04847 16.76375 -13.02284 -0.72
O -15.87814 16.06287 -12.52487 -0.30
C -15.15109 15.49051 -13.58794 -0.76
C -13.72453 15.09758 -13.15423 -0.03
O -13.80400 14.10643 -12.13263 -0.40
C -12.54487 13.83246 -11.53129 -0.38
H -16.69989 17.39549 -13.84299 0.32
H -17.40315 17.34228 -12.17382 0.24
H -17.81591 16.11426 -13.44731 0.28
H -15.05878 16.21709 -14.40233 0.40
H -15.73348 14.65893 -13.99412 0.35
H -13.17838 16.00293 -12.86581 0.03
H -13.10539 14.84008 -14.02006 0.34
H -12.00291 14.71133 -11.17260 0.28
H -11.89234 13.28223 -12.21313 0.09
H -12.77533 13.23136 -10.65220 0.29
C -9.45504 11.24644 -11.77181 -0.76
O -9.38425 11.10606 -13.21117 -0.41
C -8.09421 10.76252 -13.66346 0.07
C -7.99948 10.38108 -15.13587 -0.58
O -8.71583 9.19189 -15.40550 -0.39
C -8.61574 8.83414 -16.76369 -0.73
H -8.96130 10.37182 -11.34492 0.45
H -10.49540 11.29133 -11.45862 0.24
H -8.93027 12.15366 -11.46944 0.22
H -7.65432 9.93529 -13.09335 0.54
H -7.44020 11.59255 -13.37271 -0.10
H -6.96880 10.19898 -15.45226 0.24
H -8.43402 11.16426 -15.76446 0.34
H -7.59918 8.54560 -17.04531 0.29
H -8.97304 9.57427 -17.48495 0.28
H -9.23732 7.96144 -16.96685 0.28
C -4.23722 10.66061 -13.98609 -0.15
O -4.18502 11.69128 -14.95300 -0.58
C -4.50244 12.97422 -14.45412 1.43
C -4.27999 14.00525 -15.51352 -0.53
O -2.93181 14.47225 -15.60018 -0.10
C -2.05163 13.56050 -16.24164 -0.91
H -5.21837 10.53084 -13.51946 -0.13
H -3.55444 10.79644 -13.14284 -0.02
H -3.99453 9.72855 -14.49486 0.33
H -3.87058 13.25421 -13.60674 0.01
H -5.56359 12.94233 -14.19178 -0.55
H -4.96198 14.81708 -15.25811 -0.36
H -4.64965 13.57373 -16.44850 0.50
H -1.05765 13.99476 -16.34879 0.30
H -2.36963 13.33139 -17.26208 0.35
H -1.95563 12.62390 -15.69107 0.22
C -6.72206 18.47839 -7.99051 -0.85
O -6.09539 19.19072 -9.03084 -0.34
C -6.95865 19.63984 -10.07503 0.13
C -6.17335 20.39028 -11.13975 -0.80
O -5.21992 19.70702 -11.89680 0.03
C -3.92699 19.65391 -11.25463 -0.70
H -7.24827 19.14772 -7.30457 0.43
H -6.00469 18.01810 -7.30652 0.26
H -7.29933 17.62567 -8.35086 0.37
H -7.69543 20.26442 -9.56249 0.50
H -7.48922 18.79567 -10.52545 -0.16
H -5.87139 21.36422 -10.73693 0.40
H -6.90805 20.82766 -11.82372 0.19
H -3.92010 19.25815 -10.23760 0.26
H -3.39407 20.60580 -11.21849 0.36
H -3.25645 18.96757 -11.77474 0.11
```

Results
frontier orbital gap: 9.7 eV
HOMO: -9.19 eV
energy relative to the best compared isomer or geometry (same formula, charge and spin): 0.0000 eV
E: -100617.93752 eV
molar mass: 1005.265 u
spin multiplicity: 1


DFT (ωB97M-V/def2-TZVPD) results for one molecule with the formula C4H7FOS at a distorted geometry.

XYZ file:
```
14
Properties=species:S:1:pos:R:3:nbo_charge:R:1
C -0.44347 -1.90198 0.41945 -0.26
O -0.56710 -1.28216 -0.86535 -0.47
C -0.05123 -0.16027 -1.19870 0.27
S -0.47623 0.45930 -2.70299 -0.13
C 0.74459 0.71363 -0.26340 0.09
C -0.09557 1.63324 0.58670 -0.64
F 1.55280 -0.11237 0.54324 -0.38
H -1.19358 -2.68139 0.54391 0.20
H -0.58485 -1.18621 1.23608 0.19
H 0.53852 -2.39175 0.46515 0.21
H 1.40111 1.28368 -0.96157 0.22
H 0.60729 2.24404 1.17204 0.23
H -0.56733 2.33353 -0.13591 0.25
H -0.86495 1.04871 1.16135 0.22
```

Results
frontier orbital gap: 9.0 eV
HOMO: -8.65 eV
energy relative to the best compared isomer or geometry (same formula, charge and spin): 0.5634 eV
E: -19860.57040 eV
molar mass: 122.164 u
spin multiplicity: 1


DFT (ωB97M-V/def2-TZVPD) results for C3H4N2O3 as an isolated structure at a distorted geometry.

XYZ file:
```
12
Properties=species:S:1:pos:R:3:nbo_charge:R:1
C -0.30059 0.64149 0.13419 0.39
C 0.07448 -0.60773 -1.51955 -0.13
C 0.33823 -0.61572 -0.18331 0.20
H -0.09475 0.64298 3.18568 0.50
H -1.62865 0.20101 -1.91282 0.35
H 0.47877 -1.39789 -2.26907 0.23
H 1.27808 -0.92920 1.38615 0.53
N -0.21496 1.15473 1.25548 -0.24
N -0.63909 0.53520 -1.96661 -0.28
O 0.62111 0.44386 2.16808 -0.62
O -0.83899 1.34733 -0.89682 -0.30
O 0.92637 -1.41607 0.61858 -0.64
```

Results
frontier orbital gap: 8.5 eV
HOMO: -8.30 eV
energy relative to the best compared isomer or geometry (same formula, charge and spin): 7.1753 eV
E: -12291.82008 eV
molar mass: 116.076 u
spin multiplicity: 1


DFT (ωB97M-V/def2-TZVPD) results for one molecule with the formula C3H6O2S at a distorted geometry.

XYZ file:
```
12
Properties=species:S:1:pos:R:3:nbo_charge:R:1
O 2.14267 -0.60367 -1.17378 -0.58
C 1.39646 -0.05452 -0.43715 0.78
O 1.74315 0.20592 0.80287 -0.70
C 0.04887 0.49478 -0.61846 -0.51
C -0.90967 -0.19386 0.36459 -0.55
S -2.49412 -0.47329 -0.36653 -0.01
H 2.74778 0.10762 0.85086 0.50
H 0.08495 1.67723 -0.44369 0.24
H -0.32892 0.29199 -1.58405 0.23
H -0.75797 0.16533 1.36568 0.25
H -0.39818 -1.23806 0.47921 0.20
H -3.27501 -0.37947 0.76046 0.14
```

Results
frontier orbital gap: 9.8 eV
HOMO: -9.24 eV
energy relative to the best compared isomer or geometry (same formula, charge and spin): 0.9167 eV
E: -18138.03075 eV
molar mass: 106.146 u
spin multiplicity: 1